# 1
ORCA calculation (ωB97M-V/def2-TZVPD) on C32H37BrLuN6O2S4 as an isolated structure.

XYZ file:
```
83
Properties=species:S:1:pos:R:3
Lu 0.08 -0.68 1.59
Br 3.21 -1.24 -0.15
S -5.02 -2.16 0.66
S -2.08 -2.47 0.30
S -0.35 0.19 4.53
S 1.99 -2.76 2.91
O 0.38 -0.62 -0.55
O 2.01 0.05 2.39
N -2.70 -1.01 4.71
N 0.11 1.81 1.45
N -1.03 -2.03 3.34
N -2.10 0.29 1.56
N 2.64 -0.25 3.49
N -3.32 -0.32 1.42
C 2.88 -1.05 -6.36
C -1.69 1.02 -1.70
C 0.39 0.07 -2.87
C -1.03 2.35 1.99
C -1.46 -1.04 4.18
C -2.18 1.54 2.00
C -3.07 -3.17 3.79
C 1.26 3.88 1.85
C 3.21 0.73 4.20
C -1.04 3.68 2.50
C 1.00 -0.39 -1.66
C -1.38 1.37 -4.12
C -6.07 -0.68 0.53
C 2.72 -1.57 3.87
C 3.16 -0.48 -2.90
C -3.36 -1.47 0.84
C -3.51 -2.03 4.46
C -1.82 -3.10 3.22
C -4.94 -1.90 4.90
C 3.91 0.48 5.35
C 4.02 -0.84 5.79
C 1.17 0.17 -4.02
C 2.54 -0.08 -4.08
C -1.87 -0.92 -3.25
C 3.43 -1.84 5.05
C 1.20 2.58 1.40
C 3.29 0.08 -5.40
C 0.09 4.44 2.44
C 4.81 0.02 -5.20
C -1.11 0.38 -2.98
C 2.96 1.43 -6.05
C 2.39 -0.64 -1.76
H 1.80 -1.07 -6.49
H -2.94 -0.73 -3.38
H -1.74 0.31 -0.89
H 3.35 -0.91 -7.34
H -7.03 -0.91 0.98
H -2.71 1.37 -1.90
H -3.13 1.94 2.35
H 3.60 1.61 -6.92
H 1.92 1.46 -6.39
H -1.22 0.94 -5.11
H -1.96 4.06 2.92
H -1.49 -1.42 -4.14
H -0.73 2.25 -4.02
H 3.06 1.72 3.79
H 0.68 0.47 -4.94
H 3.10 2.24 -5.33
H 0.11 5.45 2.83
H 5.14 0.78 -4.49
H 4.55 -1.07 6.70
H 2.08 2.12 0.96
H -1.09 1.87 -1.37
H 5.11 -0.96 -4.83
H 3.20 -2.01 -5.96
H -5.05 -1.04 5.56
H 4.36 1.30 5.89
H -1.42 -3.92 2.64
H -5.56 0.11 1.08
H 5.32 0.18 -6.16
H -3.71 -4.03 3.62
H -1.76 -1.60 -2.40
H 2.18 4.44 1.78
H 3.50 -2.88 5.36
H -6.19 -0.41 -0.52
H -2.42 1.71 -4.08
H -5.29 -2.80 5.39
H 4.21 -0.69 -2.85
H -5.55 -1.74 4.00
```

Properties
Multiplicity: 2
HOMO level (alpha / beta), eV: -0.07 / -1.77
⟨S²⟩: 0.772
Relative energy (zero: lowest compared OMol25 entry of this formula, charge and spin), kJ/mol: 14.6
Charge: -2



# 2
ORCA calculation (ωB97M-V/def2-TZVPD) on C32H37Cl2KN3O8P as an isolated structure.

XYZ file:
```
84
Properties=species:S:1:pos:R:3
K -0.79 0.21 1.00
Cl -3.53 0.38 2.78
Cl -5.87 -0.84 4.11
P 1.11 -1.21 -1.81
O -1.23 -0.14 -1.64
O 0.04 1.72 2.66
O -0.90 -1.98 2.08
O -2.40 2.42 0.86
O -1.79 -2.72 4.00
O -2.64 0.69 -3.18
O 1.67 -2.54 1.10
O 0.92 2.74 4.46
N 1.14 -0.69 3.45
N -2.34 4.45 1.87
N -2.21 4.23 -0.47
C -0.60 -0.30 -3.89
C 2.89 -1.69 -1.98
C 1.11 -1.01 -5.98
C -0.98 -2.05 3.34
C 3.77 -0.75 -2.53
C -1.84 5.62 -0.62
C 1.48 -1.22 -4.66
C 0.77 -3.96 -2.47
C -1.45 -4.31 -0.87
C 5.15 -0.93 -2.48
C -0.96 -0.09 -5.22
C -1.62 0.11 -2.81
C 2.63 -1.90 1.91
C -0.85 -3.06 -0.96
C -4.11 -0.98 3.74
C -2.30 3.63 0.77
C -2.34 3.86 3.20
C -2.49 6.44 0.47
C 1.69 0.56 3.92
C 2.14 -1.74 3.34
C 0.79 1.80 3.66
C 0.17 -5.21 -2.39
C -0.93 -5.39 -1.57
C -2.04 3.38 -1.63
C 3.45 -2.80 -1.35
C -2.10 5.88 1.82
C 4.83 -2.99 -1.30
C 0.29 -2.88 -1.74
C -0.12 -0.44 -6.26
C 0.65 -0.86 -3.59
C -0.05 -1.12 4.15
C 5.68 -2.06 -1.88
H -2.31 -4.44 -0.23
H -2.01 2.83 3.14
H -2.19 7.49 0.40
H -2.18 5.95 -1.60
H -1.33 -2.23 -0.46
H 1.79 -1.30 -6.77
H -0.65 -0.23 4.38
H 0.17 -1.62 5.11
H 2.62 0.75 3.37
H 2.98 -1.57 4.03
H -2.34 2.36 -1.40
H -0.99 3.37 -1.96
H -1.93 0.35 -5.38
H -0.75 5.75 -0.60
H 2.80 -3.51 -0.86
H 1.69 -2.70 3.63
H -2.68 6.35 2.62
H -0.42 -0.28 -7.29
H 5.80 -0.18 -2.92
H 3.37 0.15 -2.99
H 5.23 -3.86 -0.80
H -3.57 -1.02 4.68
H 6.76 -2.20 -1.83
H 2.44 -1.68 -4.45
H 1.62 -3.82 -3.13
H 2.88 -0.91 1.50
H -2.66 3.74 -2.45
H -3.58 6.39 0.36
H -1.61 4.38 3.82
H 1.94 0.54 4.99
H 3.54 -2.51 1.87
H 0.58 -6.03 -2.97
H -3.33 3.92 3.66
H -1.04 6.09 2.04
H -1.39 -6.37 -1.49
H 0.77 -2.29 1.41
H -3.94 -1.90 3.18
```

Properties
HOMO level, eV: -2.91
Relative energy (zero: lowest compared OMol25 entry of this formula, charge and spin), kJ/mol: 52.4
Charge: -2



# 3
ORCA calculation (ωB97M-V/def2-TZVPD) on a 5-piece molecular cluster, C32H37F32N3O6 overall in a non-equilibrium geometry.

XYZ file:
```
110
Properties=species:S:1:pos:R:3
F -1.42 4.08 -5.34
F -0.28 5.77 -8.24
F -1.73 4.55 -2.66
F 2.23 -8.63 8.26
F -2.01 -5.88 -1.51
F 1.60 -5.15 5.14
F -2.42 0.33 -1.47
F 2.15 -4.96 7.94
F -3.79 -2.41 -2.12
F -1.20 5.80 -0.99
F -3.70 6.44 -2.11
F 2.85 -3.40 4.84
F -5.89 -1.84 -2.25
F 1.28 -7.15 6.97
F 1.25 -3.20 7.05
F -3.30 8.86 -7.61
F -1.70 -3.76 -3.24
F -2.56 7.94 -10.16
F -4.18 0.99 -3.46
F -3.80 1.90 -0.89
F -3.48 3.04 -3.49
F 0.21 3.78 -7.53
F -1.39 7.88 -7.64
F -3.92 -4.95 -1.89
F -2.54 5.90 -9.41
F 4.60 -8.38 6.77
F -2.48 4.25 -7.23
F -5.89 -2.55 -4.97
F -4.42 4.46 -1.60
F 4.00 -6.55 7.74
F -5.46 -4.20 -3.66
F -1.31 -5.70 -4.16
O -0.75 1.81 2.33
O -3.80 -3.26 -4.86
O -1.84 3.73 -0.57
O -3.18 6.83 -6.76
O 4.75 0.49 1.63
O 3.73 -6.78 5.51
N 2.62 0.49 5.94
N 0.50 -1.05 2.33
N 1.39 1.07 -0.30
C -4.97 -3.03 -4.10
C -1.54 2.49 -1.22
C -2.19 6.21 -5.93
C 8.47 0.11 2.36
C 0.43 1.44 3.12
C -3.06 7.13 -9.19
C -1.73 2.44 3.20
C 2.67 -4.48 5.65
C -2.71 7.66 -7.80
C -1.11 -2.54 3.64
C 3.65 -7.42 6.77
C -3.11 1.78 -3.17
C -2.74 1.64 -1.69
C 2.28 -8.06 7.02
C -0.23 5.01 -7.13
C 3.82 1.15 2.56
C -4.75 -2.01 -2.98
C 3.93 -5.36 5.52
C -3.50 5.39 -1.27
C -3.25 -4.58 -4.83
C 0.27 -1.67 3.67
C 2.37 -3.96 7.05
C 5.77 -0.17 2.46
C 7.05 0.77 2.76
C 1.44 0.72 0.86
C -2.07 4.85 -1.40
C 2.70 0.14 3.14
C -2.30 -4.91 -3.65
C -1.58 4.88 -6.43
C 2.62 0.43 4.74
C -2.94 -5.65 -2.48
C 1.26 0.23 2.40
H 3.19 -3.34 7.43
H -2.64 -4.64 -5.73
H -3.34 -6.62 -2.79
H -3.71 5.72 -0.25
H -1.31 -3.10 4.62
H 1.00 -1.74 1.75
H 8.55 -1.00 2.60
H 0.23 -0.94 4.55
H 6.93 1.73 2.13
H -1.42 3.51 3.54
H 8.67 0.32 1.24
H 3.11 -0.94 2.95
H -4.46 -1.04 -3.38
H 4.72 -5.06 6.21
H -1.03 1.90 -0.45
H 0.04 1.16 4.16
H -1.01 -3.32 2.79
H 5.35 -0.50 3.49
H -2.71 2.58 2.59
H -4.14 7.07 -9.32
H 4.47 1.47 3.47
H -2.29 1.48 -3.81
H 9.27 0.68 2.98
H -1.43 6.92 -5.60
H 0.53 5.42 -6.45
H -2.02 -1.87 3.41
H 3.40 2.14 2.14
H 4.34 -5.15 4.52
H 1.14 -2.42 3.85
H -0.79 2.62 -2.00
H 2.07 -8.83 6.28
H -4.02 -5.34 -4.96
H -2.00 1.82 4.14
H 1.19 2.32 3.21
H 7.11 1.00 3.90
H -2.74 5.95 -5.01
H 6.13 -1.15 1.95
```

Properties
HOMO level, eV: -9.65